DFT (ωB97M-V/def2-TZVPD) results for a molecular structure, C30H70MnN8O10 at a distorted geometry.

Computed properties:
multiplicity = 7
F_max = 0.086 hartree/bohr
gap between HOMO and LUMO (alpha / beta) = 2.06 / 7.79 eV
<S²> = 12.005
highest occupied orbital energy (alpha / beta) = 0.0 / -5.8 eV
total charge = -1

Cartesian coordinates (Å):
Mn (-0.05399, -0.25825, 16.47841)
C (-0.17791, -1.42541, 12.19133)
C (-0.71720, -2.00634, 13.54921)
C (-0.04430, -3.35084, 13.98059)
O (-0.52092, -1.06883, 14.61954)
H (0.85532, -1.72640, 12.01832)
H (-0.20880, -0.34160, 12.30317)
H (-0.65408, -1.74086, 11.26296)
H (-1.76915, -2.13688, 13.29534)
H (1.03616, -3.20747, 13.99378)
H (-0.27602, -4.07030, 13.19523)
H (-0.38378, -3.61478, 14.98219)
C (-0.28832, -3.82156, 18.41878)
C (-0.80548, -2.40409, 18.70216)
C (-1.05349, -2.42345, 20.26551)
O (0.05726, -1.45299, 18.20981)
H (0.72857, -3.98254, 18.77670)
H (-0.42220, -3.90117, 17.33997)
H (-1.01815, -4.54139, 18.78931)
H (-1.75511, -2.06099, 18.29156)
H (-1.56023, -1.49299, 20.52157)
H (-0.09527, -2.29690, 20.76939)
H (-1.76684, -3.16689, 20.62123)
C (0.51827, 2.12738, 13.33867)
O (0.78711, 2.23671, 14.53425)
N (-0.04397, 3.05684, 12.45161)
C (-0.67458, 2.64114, 11.23408)
C (-0.37412, 4.41610, 12.91956)
H (0.80012, 1.24448, 12.74434)
H (-0.64524, 3.21379, 10.30709)
H (-1.63923, 2.21343, 11.50722)
H (-0.14365, 1.76752, 10.85596)
H (-1.35818, 4.79871, 12.64876)
H (-0.12562, 4.41362, 13.98084)
H (0.22370, 5.23327, 12.51587)
C (3.14412, -0.23003, 15.73910)
O (1.96059, -0.47924, 15.98395)
N (3.98129, -1.29184, 15.70428)
C (3.65867, -2.71262, 16.09155)
C (5.15721, -1.29002, 14.75790)
H (3.61934, 0.65772, 15.29381)
H (2.96132, -2.79864, 16.92486)
H (4.59278, -3.14840, 16.44599)
H (3.23333, -3.31780, 15.29095)
H (5.60044, -0.29894, 14.66083)
H (6.07099, -1.83199, 15.00156)
H (4.79669, -1.68823, 13.80946)
C (-1.93860, -5.76896, 9.36768)
O (-1.22844, -6.49784, 8.68707)
N (-1.62889, -4.77517, 10.16002)
C (-0.25495, -4.40577, 10.18701)
C (-2.46559, -4.21676, 11.16974)
H (-3.03560, -5.86122, 9.35089)
H (0.31792, -5.00062, 10.89840)
H (-0.03291, -3.35049, 10.34572)
H (0.40202, -4.61673, 9.34321)
H (-3.44460, -4.67758, 11.03823)
H (-2.02950, -4.44499, 12.14228)
H (-2.49273, -3.14422, 10.97732)
C (-3.02478, 0.61589, 16.16145)
O (-1.92486, 0.46793, 16.63513)
N (-3.55736, 1.81235, 15.70109)
C (-4.97049, 1.99924, 15.37127)
C (-2.83352, 3.05925, 15.90678)
H (-3.79093, -0.10491, 15.83641)
H (-5.51500, 1.05698, 15.43232)
H (-5.23209, 2.43845, 14.40859)
H (-5.23079, 2.81080, 16.05077)
H (-1.75021, 2.96186, 15.97799)
H (-3.16534, 3.80732, 15.18678)
H (-3.18417, 3.49658, 16.84160)
C (2.32253, -1.77894, 9.18348)
O (3.04288, -2.59251, 9.76532)
N (2.72276, -0.91251, 8.23875)
C (1.77075, -0.19032, 7.40228)
C (4.13926, -0.61206, 7.88253)
H (1.25641, -1.65501, 9.42889)
H (1.80736, 0.89307, 7.28818)
H (0.75929, -0.38587, 7.75838)
H (1.71473, -0.45671, 6.34683)
H (4.80751, -1.41773, 8.18653)
H (4.17376, -0.40278, 6.81336)
H (4.50336, 0.30508, 8.34556)
C (-5.20133, -1.27011, 12.49586)
O (-5.13589, -1.23835, 13.72898)
N (-4.51752, -0.34419, 11.71115)
C (-3.57308, 0.57767, 12.22546)
C (-4.69204, -0.35974, 10.27278)
H (-5.78458, -1.94055, 11.84582)
H (-2.77512, 0.63654, 11.48526)
H (-3.14315, 0.35761, 13.20260)
H (-4.08055, 1.54094, 12.27735)
H (-3.83576, -0.80449, 9.76576)
H (-5.61209, -0.76541, 9.85203)
H (-4.58817, 0.65680, 9.89336)
C (3.19543, -8.28341, 14.02534)
O (3.10956, -9.50907, 13.78361)
N (2.32232, -7.26317, 13.66351)
C (0.89409, -7.61873, 13.38150)
C (2.59387, -5.80795, 13.64092)
H (4.16387, -7.93995, 14.42076)
H (0.33511, -7.29374, 12.50400)
H (0.39473, -7.22130, 14.26512)
H (0.74221, -8.69443, 13.29249)
H (2.58418, -5.25958, 12.69895)
H (1.83588, -5.19536, 14.12907)
H (3.53502, -5.51055, 14.10341)
C (-4.12215, -6.53437, 15.19464)
O (-3.84757, -7.32312, 16.04438)
N (-3.84435, -5.25670, 15.28885)
C (-4.33837, -4.27427, 14.34336)
C (-3.14398, -4.64512, 16.43093)
H (-4.42854, -6.80058, 14.17119)
H (-3.74476, -3.36110, 14.38650)
H (-5.34542, -3.85806, 14.37031)
H (-4.22066, -4.61819, 13.31577)
H (-2.34418, -3.93155, 16.23280)
H (-3.92578, -4.06120, 16.91662)
H (-2.84590, -5.36020, 17.19769)

---

DFT (ωB97M-V/def2-TZVPD) results for 10 unconnected molecules or ions with the total composition C30H70N10O10 at a distorted geometry.

Computed properties:
SMILES string = CNC(C)=O.CNC(C)=O.CNC(C)=O.CNC(C)=O.CNC(C)=O.CNC(C)=O.CNC(C)=O.CNC(C)=O.CNC(C)=O.CNC(C)=O
F_max = 0.247 hartree/bohr
gap between HOMO and LUMO = 9.27 eV
highest occupied orbital energy = -9.3 eV
energy relative to the best compared isomer or geometry (same formula, charge and spin) = 14.373 eV
total charge = 0

Cartesian coordinates (Å):
C (-20.60775, 2.83446, 15.41379)
C (-19.48032, 2.61089, 14.42064)
O (-19.14978, 3.47884, 13.65212)
N (-18.91344, 1.46241, 14.74685)
C (-17.70844, 0.91436, 14.00102)
H (-20.21231, 2.82709, 16.49539)
H (-21.40829, 2.19345, 15.35299)
H (-21.02168, 3.77721, 15.16259)
H (-19.39924, 0.87602, 15.38272)
H (-18.14150, 0.74921, 13.03236)
H (-17.44119, -0.14095, 14.44849)
H (-16.80141, 1.66303, 13.95082)
C (-17.51789, 4.28272, 20.87780)
C (-19.11643, 4.39707, 20.74150)
O (-19.74965, 3.72212, 19.94253)
N (-19.71767, 5.27511, 21.49905)
C (-21.22624, 5.43552, 21.58024)
H (-17.23991, 5.02600, 20.01127)
H (-17.19677, 3.13075, 20.66677)
H (-17.04400, 4.60340, 21.77932)
H (-19.17261, 5.83473, 22.06399)
H (-21.46234, 6.17409, 20.88643)
H (-21.27113, 5.73585, 22.61022)
H (-21.80531, 4.44932, 21.47942)
C (-17.84349, 4.27534, 17.17066)
C (-16.68585, 3.24051, 17.50499)
O (-15.81315, 3.46367, 18.24054)
N (-16.86205, 2.09597, 16.86108)
C (-15.98752, 0.90570, 17.13505)
H (-17.32016, 5.19722, 17.65687)
H (-18.61759, 3.94704, 17.76862)
H (-18.10189, 4.39076, 16.15997)
H (-17.57904, 1.91019, 16.17306)
H (-15.70167, 0.11749, 16.26366)
H (-16.50199, 0.13329, 17.79811)
H (-15.06007, 1.04889, 17.73796)
C (-28.06650, -2.30174, 21.02914)
C (-27.92863, -1.01036, 20.29314)
O (-28.82347, -0.64847, 19.47085)
N (-26.78971, -0.41951, 20.54180)
C (-26.14575, 0.60082, 19.62640)
H (-28.86965, -1.87400, 21.86384)
H (-27.18056, -2.94622, 21.37991)
H (-28.68893, -3.17054, 20.48234)
H (-26.21857, -0.80034, 21.04904)
H (-25.44079, 0.12523, 18.79234)
H (-25.54154, 1.22046, 20.33774)
H (-26.81117, 1.41246, 19.16301)
C (-17.18231, -6.73352, 19.16866)
C (-18.37642, -5.95170, 19.63285)
O (-19.28556, -6.54835, 20.26192)
N (-18.45136, -4.70664, 19.40163)
C (-19.48684, -3.71976, 19.75167)
H (-16.92628, -6.26616, 18.26101)
H (-17.40866, -7.90397, 18.93620)
H (-16.24984, -6.73601, 19.74461)
H (-17.54903, -4.38288, 18.80645)
H (-18.85735, -2.98449, 20.24694)
H (-20.04747, -4.22655, 20.42167)
H (-20.05476, -3.32786, 18.90571)
C (-23.76630, 3.28510, 18.78144)
C (-23.68352, 2.03899, 17.83003)
O (-24.46424, 2.08548, 16.80363)
N (-22.80502, 1.09893, 18.00910)
C (-22.65123, 0.03024, 17.14035)
H (-24.14745, 3.07156, 19.70096)
H (-24.23082, 4.20809, 18.26629)
H (-22.76023, 3.53917, 19.06415)
H (-22.43563, 0.94692, 19.02751)
H (-22.37831, 0.11855, 16.03175)
H (-23.34934, -0.65983, 16.95444)
H (-21.92078, -0.49266, 17.58715)
C (-19.15298, 0.43292, 19.12120)
C (-20.36909, 0.27776, 20.12181)
O (-20.58022, -0.77433, 20.65051)
N (-21.13044, 1.35698, 20.41262)
C (-22.28591, 1.29991, 21.32030)
H (-18.58461, -0.45818, 18.93083)
H (-18.37061, 1.04176, 19.56128)
H (-19.67981, 0.79287, 18.14349)
H (-20.82268, 2.34796, 20.09632)
H (-23.10427, 0.82600, 21.07164)
H (-22.52063, 2.25731, 21.89976)
H (-22.01569, 0.80113, 22.33913)
C (-14.75414, -3.56515, 19.74088)
C (-15.73598, -2.79237, 19.05745)
O (-16.20391, -1.65912, 19.45404)
N (-16.23956, -3.25430, 17.90662)
C (-17.20112, -2.60312, 16.99165)
H (-15.16807, -4.59652, 19.64610)
H (-14.84291, -3.32032, 20.81081)
H (-13.64021, -3.41299, 19.37869)
H (-15.75364, -4.12952, 17.57786)
H (-17.72860, -3.51110, 16.37746)
H (-16.61080, -2.00468, 16.29524)
H (-17.92148, -2.12004, 17.57498)
C (-16.97186, 0.42230, 22.14335)
C (-16.33475, 1.38956, 23.07305)
O (-15.95488, 2.51263, 22.71699)
N (-16.08053, 0.97304, 24.42076)
C (-15.44312, 1.88846, 25.44910)
H (-18.05286, 0.21304, 22.09726)
H (-16.57148, -0.59769, 22.34204)
H (-16.66240, 0.55947, 21.07854)
H (-16.57709, 0.21528, 24.80718)
H (-15.77266, 2.84242, 25.58763)
H (-14.68352, 1.80355, 24.89385)
H (-15.41488, 1.46541, 26.47186)
C (-23.88186, 1.78576, 26.01330)
C (-22.88079, 2.36576, 25.19615)
O (-23.21715, 3.34583, 24.40227)
N (-21.64971, 1.81374, 25.28980)
C (-20.46207, 2.36164, 24.55113)
H (-24.82837, 2.34900, 25.86437)
H (-23.52827, 1.72178, 27.09346)
H (-24.24861, 0.96570, 25.45130)
H (-21.53989, 0.88445, 25.71427)
H (-19.99797, 3.31618, 24.96191)
H (-20.85709, 2.72452, 23.61535)
H (-19.65342, 1.49847, 24.44921)